[1]
{"formula": "C28H52INO17P4S", "method": "ωB97M-V/def2-TZVPD", "homo_lumo_gap_ha": 0.2226, "e_homo_ha": -0.3003, "smiles": "CCOCCc1cc2c(cc1I)Sc1ccccc1N2.COP(=O)(OC)OC.COP(=O)(OC)OC.COP(=O)(OC)OC.COP(=O)(OC)OC", "symbols": ["C", "C", "O", "C", "C", "C", "C", "C", "C", "C", "C", "I", "S", "C", "C", "C", "C", "C", "C", "N", "H", "H", "H", "H", "H", "H", "H", "H", "H", "H", "H", "H", "H", "H", "H", "H", "C", "O", "P", "O", "O", "C", "O", "C", "H", "H", "H", "H", "H", "H", "H", "H", "H", "C", "O", "P", "O", "O", "C", "O", "C", "H", "H", "H", "H", "H", "H", "H", "H", "H", "C", "O", "P", "O", "O", "C", "O", "C", "H", "H", "H", "H", "H", "H", "H", "H", "H", "C", "O", "P", "O", "O", "C", "O", "C", "H", "H", "H", "H", "H", "H", "H", "H", "H"], "xyz": [[6.5040, -1.9482, 2.3840], [6.1580, -0.7876, 1.4346], [5.2639, -1.2696, 0.4273], [4.0176, -0.6073, 0.4372], [3.1850, -0.8187, 1.7327], [1.9268, -1.6127, 1.3794], [0.9167, -0.9003, 0.7271], [-0.2620, -1.5590, 0.3956], [-0.3812, -2.9142, 0.6871], [0.6056, -3.6270, 1.3280], [1.7699, -2.9551, 1.6935], [3.2221, -4.0989, 2.7106], [-1.9207, -3.6657, 0.1957], [-3.0579, -2.3497, 0.5873], [-4.3045, -2.5978, 1.1281], [-5.1486, -1.5409, 1.4408], [-4.6944, -0.2514, 1.1876], [-3.4479, -0.0164, 0.6374], [-2.5902, -1.0655, 0.3252], [-1.3131, -0.8634, -0.2398], [6.2060, -2.8732, 1.8886], [5.9723, -1.8554, 3.3320], [7.5762, -2.0315, 2.5738], [5.7279, 0.0512, 1.9925], [7.0562, -0.3916, 0.9497], [4.1567, 0.4577, 0.1957], [3.4488, -1.0245, -0.3987], [2.8500, 0.1261, 2.1707], [3.7537, -1.3358, 2.5039], [1.0503, 0.1496, 0.4836], [0.4666, -4.6754, 1.5584], [-4.5949, -3.6282, 1.3032], [-6.1123, -1.7434, 1.8877], [-5.3757, 0.5524, 1.4510], [-3.1498, 1.0169, 0.4767], [-1.1000, 0.1174, -0.3498], [2.6178, 4.2791, 7.7675], [1.7185, 3.3921, 7.0992], [2.2874, 2.7061, 5.7172], [3.6864, 2.3616, 6.0474], [2.1664, 4.0919, 4.8489], [0.9904, 4.9047, 4.9451], [2.0776, 1.7626, 4.3595], [0.7412, 1.3370, 4.0203], [2.0120, 4.9205, 8.4069], [3.3103, 3.7121, 8.3851], [3.1683, 4.8967, 7.0593], [1.2183, 5.8060, 5.5154], [0.1654, 4.3825, 5.4280], [0.6860, 5.1942, 3.9399], [0.0909, 2.2000, 3.8494], [0.3282, 0.7123, 4.8128], [0.7984, 0.7518, 3.1060], [0.1773, -7.0190, -5.9800], [-0.6299, -6.3996, -4.9790], [-0.8466, -4.7603, -5.1322], [-1.0469, -4.7055, -6.6067], [0.6871, -4.4141, -4.6565], [1.1865, -4.9961, -3.4418], [-1.3426, -3.1798, -4.8672], [-1.8687, -2.8446, -3.5656], [0.5331, -7.9605, -5.5609], [-0.4195, -7.2256, -6.8650], [1.0332, -6.3988, -6.2434], [1.9073, -5.7775, -3.6843], [0.3920, -5.4263, -2.8332], [1.6906, -4.2190, -2.8668], [-1.1229, -3.0345, -2.7896], [-2.7678, -3.4270, -3.3602], [-2.1232, -1.7880, -3.5581], [-8.7992, 4.7374, 3.1765], [-8.6204, 4.9787, 1.7806], [-7.3386, 4.2027, 1.0667], [-7.4050, 2.8810, 1.7456], [-6.2912, 5.2299, 1.8159], [-6.5008, 6.6466, 1.7551], [-6.1348, 3.7977, -0.0351], [-6.0836, 4.5152, -1.2848], [-9.3967, 5.5622, 3.5647], [-9.3378, 3.8051, 3.3289], [-7.8452, 4.7081, 3.7010], [-6.8486, 7.0036, 2.7251], [-7.2312, 6.9243, 0.9962], [-5.5510, 7.1279, 1.5245], [-5.9410, 5.5860, -1.1125], [-6.9966, 4.3521, -1.8583], [-5.2396, 4.1370, -1.8556], [2.0676, -1.9353, -5.9657], [2.3589, -0.7445, -5.2149], [3.7367, 0.0471, -5.6275], [3.7534, -0.0040, -7.1042], [4.7173, -1.0773, -4.9434], [4.4161, -1.6038, -3.6459], [4.8530, 1.2618, -5.3714], [4.7510, 2.0285, -4.1567], [1.3853, -2.5340, -5.3687], [1.5810, -1.6761, -6.9028], [2.9692, -2.5151, -6.1614], [4.0518, -2.6277, -3.7460], [3.6631, -1.0126, -3.1247], [5.3301, -1.6138, -3.0528], [4.8474, 1.3819, -3.2792], [3.8000, 2.5626, -4.1185], [5.5604, 2.7537, -4.1474]], "forces_ev_per_angstrom": [[0.14, 0.17, -0.28], [0.36, -0.34, 0.24], [-0.21, 0.42, 0.23], [0.02, 0.04, -0.21], [-0.63, -0.21, -0.42], [0.99, 0.79, 0.62], [-0.26, -0.95, 0.15], [0.63, 0.62, -0.20], [-1.31, 0.09, -0.31], [0.24, 0.25, 0.17], [-0.11, -0.38, -0.16], [-0.21, 0.22, -0.16], [-0.09, -0.49, -0.04], [1.19, -0.25, -0.27], [-0.14, -0.16, 0.15], [0.57, -0.26, -0.26], [-0.89, -0.12, 0.33], [0.13, 0.51, 0.01], [-0.93, 0.21, 0.10], [-0.07, -0.33, 0.37], [-0.05, 0.03, 0.12], [0.06, -0.14, -0.03], [-0.08, 0.20, 0.11], [-0.14, -0.09, -0.11], [-0.09, -0.16, -0.12], [0.00, -0.02, 0.30], [0.15, -0.04, 0.02], [0.25, 0.04, -0.12], [0.12, 0.04, -0.15], [0.02, -0.03, 0.09], [-0.04, 0.06, 0.00], [-0.01, 0.08, 0.06], [-0.02, 0.18, -0.07], [0.31, 0.23, -0.17], [0.10, -0.11, -0.06], [-0.02, 0.01, -0.04], [0.40, 0.14, 0.30], [-2.35, -2.06, -0.88], [5.52, 3.28, -1.34], [-0.60, -0.34, 0.07], [-0.70, -0.30, 0.12], [0.17, 0.09, -0.08], [-2.40, -0.66, 2.22], [-0.02, 0.12, -0.14], [-0.16, -0.12, -0.08], [0.07, -0.03, -0.13], [0.02, -0.11, -0.05], [-0.05, -0.01, 0.04], [-0.02, 0.07, 0.02], [0.07, -0.04, -0.02], [0.00, -0.04, -0.02], [-0.06, -0.05, -0.09], [0.07, -0.01, 0.01], [0.12, -0.17, -0.45], [-1.87, 0.61, 2.95], [4.21, 1.14, -6.39], [-0.37, -0.02, 0.47], [-0.69, -0.34, 1.04], [0.25, 0.02, -0.09], [-1.70, -1.97, 2.36], [0.22, 0.13, 0.13], [-0.12, 0.07, 0.18], [0.02, 0.16, -0.03], [-0.08, 0.07, -0.02], [-0.05, -0.04, 0.02], [0.05, -0.04, 0.03], [-0.04, 0.06, -0.06], [-0.07, 0.07, 0.06], [-0.03, 0.10, 0.08], [0.07, 0.00, -0.12], [-0.14, -0.32, 0.40], [-0.69, 0.83, -3.34], [3.53, -2.35, 6.67], [-0.41, 0.10, -0.85], [-0.02, 0.56, -0.81], [0.10, -0.10, 0.19], [-2.71, 1.26, -1.97], [0.20, 0.08, 0.04], [-0.01, 0.07, -0.22], [0.12, -0.06, -0.01], [0.03, -0.07, -0.10], [-0.06, 0.03, -0.03], [-0.02, 0.07, 0.05], [0.04, -0.08, 0.00], [0.02, -0.02, -0.03], [0.07, 0.00, -0.08], [0.01, -0.06, 0.09], [-0.23, -0.28, -0.46], [-0.03, 2.74, 1.82], [3.13, -4.25, -3.92], [-0.26, 0.49, 0.45], [-0.33, 0.43, 0.54], [0.17, -0.11, -0.13], [-2.91, 0.73, 1.56], [0.17, -0.08, 0.07], [0.07, 0.28, 0.12], [0.16, 0.08, -0.05], [0.08, 0.15, -0.02], [-0.07, 0.01, 0.03], [-0.02, -0.07, 0.03], [0.03, 0.02, -0.05], [0.02, 0.04, 0.00], [0.05, 0.06, 0.05], [0.03, -0.05, -0.09]]}

=====

[2]
{"formula": "C26H45N2O18", "method": "ωB97M-V/def2-TZVPD", "homo_lumo_gap_ha": 0.2888, "e_homo_ha": -0.4532, "total_charge": 1, "symbols": ["C", "C", "O", "O", "C", "C", "C", "N", "C", "C", "C", "C", "C", "O", "C", "N", "H", "H", "H", "H", "H", "H", "H", "H", "H", "H", "H", "H", "H", "H", "H", "C", "O", "C", "O", "O", "C", "H", "H", "H", "H", "H", "H", "C", "O", "C", "O", "O", "C", "H", "H", "H", "H", "H", "H", "C", "O", "C", "O", "O", "C", "H", "H", "H", "H", "H", "H", "C", "O", "C", "O", "O", "C", "H", "H", "H", "H", "H", "H", "C", "O", "C", "O", "O", "C", "H", "H", "H", "H", "H", "H"], "xyz": [[-3.9188, -0.3587, 2.9228], [-2.5647, -0.9624, 2.7029], [-1.5655, -0.7424, 3.3347], [-2.5734, -1.8271, 1.6501], [-1.3233, -2.4458, 1.3465], [-1.3745, -2.9205, -0.0926], [-1.6650, -1.7878, -1.0745], [-0.5901, -0.7751, -1.0308], [0.5371, -0.9517, -1.7071], [1.5557, -0.0231, -1.6018], [1.3640, 1.0659, -0.7874], [2.4353, 2.0780, -0.5275], [3.4152, 1.4781, 0.4892], [3.9627, 0.4280, 0.2832], [0.1144, 1.1634, -0.1484], [-0.8371, 0.2706, -0.2637], [-4.2042, 0.2209, 2.0448], [-3.9068, 0.2594, 3.8140], [-4.6502, -1.1613, 3.0240], [-1.1418, -3.2762, 2.0311], [-0.5171, -1.7262, 1.5048], [-2.1262, -3.6972, -0.2320], [-0.3966, -3.3410, -0.3468], [-1.6960, -2.1722, -2.0936], [-2.5854, -1.2672, -0.8262], [0.6143, -1.8429, -2.3151], [2.4772, -0.1702, -2.1468], [2.9940, 2.2993, -1.4419], [2.0053, 3.0069, -0.1553], [3.5825, 2.0347, 1.4267], [-0.1214, 2.0062, 0.4889], [-3.9637, 1.1940, 6.7945], [-5.2645, 1.4627, 6.2659], [-5.8856, 2.4962, 6.8430], [-5.4363, 3.1756, 7.7262], [-7.0772, 2.6384, 6.2697], [-7.8618, 3.7137, 6.8025], [-3.5889, 0.3405, 6.2360], [-3.3039, 2.0477, 6.6503], [-4.0103, 0.9466, 7.8528], [-7.3501, 4.6637, 6.6645], [-8.0576, 3.5543, 7.8605], [-8.7913, 3.7017, 6.2424], [5.2344, 0.8110, 7.4182], [5.2297, -0.2143, 6.4155], [4.8591, 0.1930, 5.2105], [4.5336, 1.3129, 4.9042], [4.9014, -0.8495, 4.3762], [4.5359, -0.5147, 3.0376], [5.5559, 0.3221, 8.3317], [5.9304, 1.6024, 7.1492], [4.2364, 1.2254, 7.5431], [5.2227, 0.2208, 2.6266], [3.5183, -0.1261, 3.0196], [4.5940, -1.4311, 2.4591], [-0.3251, -6.7992, -0.8305], [-0.6051, -7.5122, -2.0332], [-0.9454, -6.7176, -3.0483], [-1.0161, -5.5108, -2.9952], [-1.1893, -7.4677, -4.1094], [-1.5730, -6.7488, -5.2885], [-0.0547, -7.5310, -0.0765], [0.5030, -6.1097, -0.9900], [-1.2098, -6.2452, -0.5193], [-0.7808, -6.0687, -5.5941], [-2.4914, -6.1927, -5.1128], [-1.7324, -7.5047, -6.0498], [5.7278, 1.0264, -4.0193], [5.2709, 1.6433, -5.2232], [4.6473, 2.8076, -5.0533], [4.4278, 3.3370, -3.9913], [4.3213, 3.2834, -6.2471], [3.6755, 4.5603, -6.2352], [6.2094, 0.1035, -4.3260], [6.4398, 1.6668, -3.5029], [4.8898, 0.8083, -3.3572], [4.3282, 5.3221, -5.8143], [2.7475, 4.5120, -5.6684], [3.4653, 4.7949, -7.2738], [-2.4596, 1.1886, -3.0414], [-2.7196, 2.2115, -3.9939], [-1.6757, 2.4425, -4.7998], [-0.6176, 1.8648, -4.7334], [-1.9969, 3.4026, -5.6467], [-0.9598, 3.7460, -6.5765], [-3.3567, 1.0935, -2.4353], [-2.2451, 0.2439, -3.5423], [-1.6193, 1.4766, -2.4133], [-0.7159, 2.8958, -7.2095], [-0.0713, 4.0718, -6.0399], [-1.3531, 4.5564, -7.1805]], "forces_ev_per_angstrom": [[0.06, -0.27, -0.07], [0.18, -0.02, -0.01], [-0.16, 0.05, -0.05], [-0.09, 0.05, 0.03], [0.07, 0.03, 0.02], [0.23, 0.23, 0.04], [-0.07, -0.33, -0.08], [-0.18, 0.11, 0.00], [0.10, 0.02, 0.03], [0.19, -0.14, -0.16], [-0.02, 0.34, 0.05], [-0.18, 0.02, 0.02], [0.27, -0.25, 0.02], [-0.23, 0.23, -0.09], [0.19, 0.08, 0.02], [0.03, -0.17, 0.01], [0.01, 0.08, 0.05], [-0.04, 0.05, -0.05], [-0.02, 0.06, 0.06], [-0.05, 0.00, -0.03], [-0.01, -0.02, 0.02], [0.00, 0.03, -0.03], [-0.11, -0.21, 0.02], [-0.11, 0.03, 0.02], [0.01, 0.00, -0.05], [-0.09, -0.01, 0.01], [-0.02, 0.00, 0.00], [0.02, -0.03, 0.02], [0.05, -0.01, 0.04], [0.03, 0.07, -0.06], [-0.04, -0.02, 0.02], [0.16, -0.09, -0.04], [0.00, -0.03, -0.03], [-0.02, -0.02, -0.01], [0.01, 0.02, 0.02], [0.01, -0.01, -0.01], [-0.08, 0.03, -0.02], [-0.02, -0.01, 0.00], [-0.03, 0.03, 0.04], [-0.06, 0.06, 0.02], [0.02, 0.00, 0.03], [0.03, 0.01, 0.01], [0.01, -0.02, -0.01], [0.02, 0.00, 0.08], [0.00, -0.02, 0.00], [0.00, -0.02, -0.02], [-0.01, 0.03, 0.01], [0.00, 0.03, 0.02], [-0.01, -0.09, -0.02], [0.00, -0.02, -0.01], [-0.02, 0.02, -0.02], [0.00, 0.02, -0.03], [-0.02, 0.04, 0.00], [0.01, 0.03, -0.04], [0.03, -0.04, 0.07], [0.03, 0.08, 0.13], [-0.01, 0.09, -0.09], [0.01, -0.08, 0.03], [-0.01, 0.07, -0.01], [0.00, 0.00, 0.02], [-0.02, -0.02, -0.08], [-0.04, -0.10, -0.10], [-0.01, 0.02, 0.04], [0.04, 0.02, 0.07], [0.00, 0.02, 0.02], [0.01, 0.02, 0.02], [0.00, -0.01, 0.01], [0.05, -0.06, 0.01], [-0.04, -0.01, -0.01], [0.12, 0.01, -0.04], [-0.13, -0.05, 0.11], [0.01, -0.01, -0.01], [-0.09, 0.10, -0.08], [0.00, 0.01, -0.02], [-0.02, 0.02, 0.02], [0.00, 0.02, 0.02], [0.01, -0.04, 0.08], [0.03, 0.01, 0.05], [0.02, -0.06, -0.02], [-0.18, -0.03, 0.13], [0.09, -0.05, -0.10], [-0.01, 0.05, 0.08], [0.04, 0.00, 0.00], [-0.03, -0.02, -0.05], [0.08, 0.08, -0.10], [-0.03, 0.06, -0.05], [0.03, 0.00, 0.00], [0.04, -0.03, -0.01], [0.00, -0.04, 0.04], [0.02, -0.01, -0.01], [-0.07, 0.01, 0.05]]}